No. 1
Computed, not measured: a cluster of 14 separate species, C25H73Br2ClN3O15S in total in a non-equilibrium geometry, with ωB97M-V/def2-TZVPD.

Last columns: bonded neighbours and bond lengths (Å).
CARTESIAN COORDINATES (ANGSTROEM)
1 C -2.177 -4.056 -1.406  C2 1.572, H22 1.095, H23 1.090, H24 1.095
2 C -1.355 -4.569 -2.645  C1 1.572, C3 1.560, H25 1.102, H26 1.087
3 C 0.018 -5.156 -2.196  C2 1.560, C4 1.550, H27 1.098, H28 1.095
4 C 1.254 -4.396 -2.742  C3 1.550, C5 1.560, H29 1.100, H30 1.090
5 C 1.839 -3.373 -1.720  C4 1.560, C6 1.519, H31 1.090, H32 1.089
6 C 1.038 -2.089 -1.846  C5 1.519, N7 1.489, C12 1.550, H33 1.107
7 N 1.013 -1.324 -3.123  C6 1.489, C8 1.410, H34 1.024
8 C 0.106 -0.305 -2.765  N7 1.410, N9 1.276, N11 1.413
9 N -0.434 0.445 -3.645  C8 1.276, Cl10 1.681, H35 1.024
10 Cl -0.114 0.305 -5.289  N9 1.681
11 N -0.100 -0.202 -1.370  C8 1.413, C12 1.505, H36 1.028
12 C 1.036 -0.981 -0.762  C6 1.550, N11 1.505, C13 1.500, S18 1.887
13 C 0.619 -1.311 0.640  C12 1.500, Br14 1.939, C15 1.303
14 Br -1.146 -0.768 1.231  C13 1.939
15 C 1.356 -1.910 1.532  C13 1.303, C16 1.554, Br17 1.929
16 C 0.843 -2.154 2.978  C15 1.554, H37 1.092, H38 1.092, H39 1.094
17 Br 3.140 -2.519 1.124  C15 1.929
18 S 2.370 0.351 -0.865  C12 1.887, C19 1.845, O20 1.430, O21 1.434
19 C 1.613 2.017 -1.101  S18 1.845, H40 1.087, H41 1.088, H42 1.094
20 O 3.295 0.081 -1.921  S18 1.430
21 O 3.103 0.471 0.361  S18 1.434
22 H -1.598 -4.118 -0.479  C1 1.095
23 H -3.107 -4.611 -1.279  C1 1.090
24 H -2.412 -2.994 -1.528  C1 1.095
25 H -1.127 -3.654 -3.215  C2 1.102
26 H -1.940 -5.247 -3.261  C2 1.087
27 H 0.078 -6.170 -2.613  C3 1.098
28 H 0.072 -5.287 -1.110  C3 1.095
29 H 0.920 -3.887 -3.658  C4 1.100
30 H 1.999 -5.126 -3.058  C4 1.090
31 H 1.620 -3.802 -0.743  C5 1.090
32 H 2.909 -3.261 -1.893  C5 1.089
33 H -0.004 -2.460 -1.799  C6 1.107
34 H 0.419 -1.837 -3.781  N7 1.024
35 H -1.092 1.161 -3.325  N9 1.024
36 H -1.006 -0.682 -1.309  N11 1.028
37 H 1.616 -2.646 3.573  C16 1.092
38 H -0.049 -2.783 3.003  C16 1.092
39 H 0.677 -1.196 3.480  C16 1.094
40 H 2.390 2.759 -0.936  C19 1.087
41 H 1.134 2.107 -2.074  C19 1.088
42 H 0.894 2.115 -0.283  C19 1.094
43 C 3.950 0.978 3.557  O44 1.427, H45 1.088, H46 1.092, H47 1.094
44 O 3.522 -0.380 3.645  C43 1.427, H48 0.961
45 H 4.482 1.232 4.472  C43 1.088
46 H 4.619 1.107 2.704  C43 1.092
47 H 3.085 1.640 3.449  C43 1.094
48 H 3.055 -0.584 2.829  O44 0.961
49 C -2.864 1.920 -1.070  O50 1.441, H51 1.086, H52 1.092, H53 1.090
50 O -1.925 1.660 -2.132  C49 1.441, H54 0.963
51 H -3.874 1.854 -1.461  C49 1.086
52 H -2.733 1.176 -0.282  C49 1.092
53 H -2.697 2.922 -0.672  C49 1.090
54 H -1.050 1.732 -1.736  O50 0.963
55 C 3.847 4.314 1.226  O56 1.428, H57 1.088, H58 1.092, H59 1.092
56 O 2.473 4.695 1.312  C55 1.428, H60 0.961
57 H 4.046 3.959 0.217  C55 1.088
58 H 4.487 5.171 1.448  C55 1.092
59 H 4.048 3.511 1.938  C55 1.092
60 H 2.322 5.002 2.210  O56 0.961
61 C 0.758 -5.975 3.847  O62 1.421, H63 1.088, H64 1.092, H65 1.094
62 O -0.501 -5.423 3.487  C61 1.421, H66 0.965
63 H 1.297 -5.257 4.462  C61 1.088
64 H 0.609 -6.900 4.408  C61 1.092
65 H 1.335 -6.180 2.941  C61 1.094
66 H -0.955 -6.079 2.944  O62 0.965
67 C 0.166 -8.742 1.728  O68 1.431, H69 1.086, H70 1.092, H71 1.093
68 O -1.134 -8.168 1.898  C67 1.431, H72 0.961
69 H 0.458 -9.223 2.657  C67 1.086
70 H 0.148 -9.485 0.928  C67 1.092
71 H 0.886 -7.955 1.486  C67 1.093
72 H -1.373 -7.749 1.067  O68 0.961
73 C -5.068 -2.053 -0.038  O74 1.433, H75 1.086, H76 1.091, H77 1.091
74 O -3.770 -2.484 -0.467  C73 1.433, H78 0.959
75 H -5.822 -2.628 -0.569  C73 1.086
76 H -5.176 -2.220 1.035  C73 1.091
77 H -5.198 -0.993 -0.261  C73 1.091
78 H -3.145 -1.950 0.027  O74 0.959
79 C -2.879 0.649 3.886  O80 1.427, H81 1.088, H82 1.092, H83 1.092
80 O -4.236 1.080 3.799  C79 1.427, H84 0.961
81 H -2.594 0.237 2.920  C79 1.088
82 H -2.228 1.494 4.123  C79 1.092
83 H -2.777 -0.125 4.650  C79 1.092
84 H -4.482 1.442 4.654  O80 0.961
85 C 2.465 8.017 0.505  O86 1.426, H87 1.088, H88 1.093, H89 1.093
86 O 3.412 8.353 1.516  C85 1.426, H90 0.960
87 H 1.466 8.098 0.927  C85 1.088
88 H 2.563 8.708 -0.336  C85 1.093
89 H 2.628 6.990 0.165  C85 1.093
90 H 4.287 8.276 1.128  O86 0.960
91 C 5.121 -1.233 6.987  O92 1.423, H93 1.087, H94 1.093, H95 1.094
92 O 3.818 -0.686 7.149  C91 1.423, H96 0.961
93 H 5.420 -1.713 7.915  C91 1.087
94 H 5.115 -1.975 6.185  C91 1.093
95 H 5.832 -0.435 6.751  C91 1.094
96 H 3.583 -0.271 6.315  O92 0.961
97 C -7.346 1.433 2.195  O98 1.423, H99 1.087, H100 1.093, H101 1.094
98 O -6.433 0.390 1.875  C97 1.423, H102 0.967
99 H -8.193 1.369 1.516  C97 1.087
100 H -7.702 1.320 3.223  C97 1.093
101 H -6.864 2.407 2.077  C97 1.094
102 H -5.690 0.464 2.489  O98 0.967
103 C -2.533 -0.059 -8.402  O104 1.426, H105 1.086, H106 1.095, H107 1.094
104 O -1.535 -0.971 -8.859  C103 1.426, H108 0.958
105 H -3.410 -0.167 -9.033  C103 1.086
106 H -2.804 -0.287 -7.366  C103 1.095
107 H -2.164 0.968 -8.472  C103 1.094
108 H -0.765 -0.867 -8.297  O104 0.958
109 C -0.387 6.647 -1.318  O110 1.433, H111 1.087, H112 1.091, H113 1.093
110 O -0.308 5.433 -0.560  C109 1.433, H114 0.964
111 H -1.389 6.738 -1.730  C109 1.087
112 H -0.184 7.500 -0.669  C109 1.091
113 H 0.339 6.620 -2.134  C109 1.093
114 H 0.586 5.372 -0.204  O110 0.964
115 C 0.996 8.183 -4.606  O116 1.426, H117 1.087, H118 1.092, H119 1.094
116 O 1.937 8.520 -3.589  C115 1.426, H120 0.960
117 H -0.005 8.260 -4.189  C115 1.087
118 H 1.090 8.874 -5.447  C115 1.092
119 H 1.170 7.158 -4.946  C115 1.094
120 H 2.814 8.448 -3.973  O116 0.960

* E: -8294.96829 a.u.
* strongest force on any atom: 3.704 eV/A
* highest occupied orbital energy: -11.56 eV
* multiplicity: 1
* net charge: +1
* lowest unoccupied orbital energy: -3.45 eV

Results of the Mulliken charge analysis, in e, for atoms 1 through 4: number 1, C, carries -0.894; number 2, C, carries -0.402; number 3, C, carries -0.662; number 4, C, carries -1.194

=====

No. 2
Computed, not measured: a cluster of 13 separate species, C25H76O13 in total in a non-equilibrium geometry, with ωB97M-V/def2-TZVPD.

Last columns: bonded neighbours and bond lengths (Å).
CARTESIAN COORDINATES (ANGSTROEM)
1 C 0.881 -0.030 -0.298  O2 1.436, H3 1.090, H4 1.090, H5 1.090
2 O -0.549 -0.096 -0.411  C1 1.436, H6 0.960
3 H 1.228 -1.000 0.059  C1 1.090
4 H 1.345 -0.042 -1.284  C1 1.090
5 H 1.200 0.772 0.368  C1 1.090
6 H -0.815 0.574 -1.044  O2 0.960
7 C 4.392 -0.271 0.811  O8 1.401, H9 1.090, H10 1.090, H11 1.090
8 O 5.213 0.507 -0.017  C7 1.401, H12 0.960
9 H 5.035 -0.870 1.455  C7 1.090
10 H 3.787 0.421 1.395  C7 1.090
11 H 3.805 -0.949 0.191  C7 1.090
12 H 5.429 0.079 -0.849  O8 0.960
13 C 2.891 -3.186 -1.883  O14 1.432, H15 1.090, H16 1.090, H17 1.090
14 O 1.753 -3.982 -1.531  C13 1.432, H18 0.960
15 H 3.471 -3.602 -2.706  C13 1.090
16 H 2.628 -2.140 -2.039  C13 1.090
17 H 3.610 -3.073 -1.072  C13 1.090
18 H 1.590 -3.665 -0.640  O14 0.960
19 C -4.229 -1.251 -1.790  O20 1.434, H21 1.090, H22 1.090, H23 1.090
20 O -4.775 -2.420 -1.164  C19 1.434, H24 0.960
21 H -3.938 -1.373 -2.834  C19 1.090
22 H -5.013 -0.495 -1.827  C19 1.090
23 H -3.407 -0.768 -1.263  C19 1.090
24 H -5.246 -2.880 -1.863  O20 0.960
25 C -1.700 1.582 -3.466  O26 1.431, H27 1.090, H28 1.090, H29 1.090
26 O -1.896 1.794 -2.063  C25 1.431, H30 0.960
27 H -2.356 0.810 -3.868  C25 1.090
28 H -1.833 2.488 -4.057  C25 1.090
29 H -0.650 1.332 -3.618  C25 1.090
30 H -2.783 2.143 -1.953  O26 0.960
31 C 2.872 -0.062 -4.424  O32 1.384, H33 1.090, H34 1.090, H35 1.090
32 O 3.612 0.377 -3.339  C31 1.384, H36 0.960
33 H 3.229 -1.048 -4.721  C31 1.090
34 H 1.850 -0.164 -4.057  C31 1.090
35 H 2.945 0.613 -5.277  C31 1.090
36 H 3.343 1.253 -3.053  O32 0.960
37 C 1.512 -4.455 1.895  O38 1.404, H39 1.090, H40 1.090, H41 1.090
38 O 1.438 -3.168 1.340  C37 1.404, H42 0.960
39 H 0.899 -5.144 1.314  C37 1.090
40 H 2.518 -4.838 2.070  C37 1.090
41 H 0.959 -4.346 2.828  C37 1.090
42 H 0.543 -2.838 1.450  O38 0.960
43 C 0.929 3.554 -1.166  C44 1.513, H47 1.090, H48 1.090, H49 1.090
44 C 1.796 3.624 -2.404  C43 1.513, C45 1.525, O46 1.403, H50 1.090
45 C 2.536 4.938 -2.635  C44 1.525, H51 1.090, H52 1.090, H53 1.090
46 O 2.740 2.602 -2.226  C44 1.403, H54 0.960
47 H 0.118 4.275 -1.264  C43 1.090
48 H 1.385 3.766 -0.199  C43 1.090
49 H 0.424 2.588 -1.189  C43 1.090
50 H 1.094 3.463 -3.222  C44 1.090
51 H 3.103 4.909 -3.566  C45 1.090
52 H 3.104 5.280 -1.770  C45 1.090
53 H 1.827 5.761 -2.722  C45 1.090
54 H 3.322 2.816 -1.494  O46 0.960
55 C -3.540 2.059 0.816  C56 1.493, H59 1.090, H60 1.090, H61 1.090
56 C -4.096 1.138 1.852  C55 1.493, C57 1.522, O58 1.426, H62 1.090
57 C -3.341 1.098 3.172  C56 1.522, H63 1.090, H64 1.090, H65 1.090
58 O -5.471 1.479 2.011  C56 1.426, H66 0.960
59 H -3.919 1.882 -0.191  C55 1.090
60 H -2.453 1.995 0.755  C55 1.090
61 H -3.597 3.127 1.025  C55 1.090
62 H -4.095 0.134 1.427  C56 1.090
63 H -3.965 0.565 3.890  C57 1.090
64 H -3.204 2.082 3.620  C57 1.090
65 H -2.327 0.698 3.145  C57 1.090
66 H -5.837 0.766 2.541  O58 0.960
67 C -1.548 -3.371 -0.239  C68 1.515, H71 1.090, H72 1.090, H73 1.090
68 C -2.056 -2.901 1.109  C67 1.515, C69 1.558, O70 1.398, H74 1.090
69 C -2.174 -3.957 2.248  C68 1.558, H75 1.090, H76 1.090, H77 1.090
70 O -1.142 -1.964 1.601  C68 1.398, H78 0.960
71 H -0.623 -3.946 -0.200  C67 1.090
72 H -1.390 -2.577 -0.969  C67 1.090
73 H -2.271 -4.025 -0.726  C67 1.090
74 H -3.065 -2.527 0.937  C68 1.090
75 H -2.505 -3.444 3.151  C69 1.090
76 H -1.246 -4.406 2.604  C69 1.090
77 H -2.935 -4.713 2.056  C69 1.090
78 H -1.062 -1.275 0.937  O70 0.960
79 C -0.122 3.099 2.617  C80 1.537, H83 1.090, H84 1.090, H85 1.090
80 C 0.319 3.857 3.878  C79 1.537, C81 1.543, O82 1.384, H86 1.090
81 C -0.646 4.951 4.381  C80 1.543, H87 1.090, H88 1.090, H89 1.090
82 O 0.644 3.008 4.922  C80 1.384, H90 0.960
83 H -0.312 3.741 1.757  C79 1.090
84 H -1.021 2.535 2.865  C79 1.090
85 H 0.640 2.416 2.241  C79 1.090
86 H 1.192 4.403 3.519  C80 1.090
87 H -0.719 5.773 3.669  C81 1.090
88 H -0.193 5.295 5.311  C81 1.090
89 H -1.640 4.604 4.661  C81 1.090
90 H 1.312 2.383 4.632  O82 0.960
91 C 2.430 -0.007 5.653  C92 1.531, H95 1.090, H96 1.090, H97 1.090
92 C 2.404 0.094 4.125  C91 1.531, C93 1.496, O94 1.424, H98 1.090
93 C 1.051 -0.165 3.542  C92 1.496, H99 1.090, H100 1.090, H101 1.090
94 O 2.765 1.446 3.856  C92 1.424, H102 0.960
95 H 2.045 -0.993 5.911  C91 1.090
96 H 1.897 0.818 6.126  C91 1.090
97 H 3.463 0.110 5.979  C91 1.090
98 H 3.149 -0.530 3.630  C92 1.090
99 H 0.342 0.395 4.153  C93 1.090
100 H 0.729 -1.194 3.700  C93 1.090
101 H 0.923 0.217 2.529  C93 1.090
102 H 3.720 1.537 3.883  O94 0.960
103 C -1.363 -3.427 -5.568  C104 1.515, H107 1.090, H108 1.090, H109 1.090
104 C -1.547 -2.288 -4.586  C103 1.515, C105 1.554, O106 1.420, H110 1.090
105 C -0.234 -2.088 -3.779  C104 1.554, H111 1.090, H112 1.090, H113 1.090
106 O -1.775 -1.098 -5.328  C104 1.420, H114 0.960
107 H -1.224 -4.381 -5.060  C103 1.090
108 H -0.516 -3.238 -6.228  C103 1.090
109 H -2.202 -3.527 -6.256  C103 1.090
110 H -2.344 -2.420 -3.854  C104 1.090
111 H 0.630 -2.128 -4.442  C105 1.090
112 H -0.130 -2.899 -3.058  C105 1.090
113 H -0.312 -1.192 -3.163  C105 1.090
114 H -2.656 -1.187 -5.700  O106 0.960

* E: -1976.04066 a.u.
* strongest force on any atom: 2.100 eV/A
* energy relative to the best compared isomer or geometry (same formula, charge and spin): 0.8722 eV
* highest occupied orbital energy (alpha / beta): 0.56 / -7.51 eV
* multiplicity: 2
* net charge: -1
* lowest unoccupied orbital energy (alpha / beta): 2.04 / 1.98 eV

Results of the Mulliken charge analysis, in e, for atoms 1 through 4: number 1, C, carries 0.793; number 2, O, carries -0.025; number 3, H, carries -0.210; number 4, H, carries 0.098